A cluster of 10 separate species, C10H40N20O10 in total at a distorted geometry, computed with ωB97M-V with the def2-TZVPD basis set.

Geometry (Å):
C 0.25785 0.25802 -0.36826
O 0.11379 -0.84588 -0.81999
N 1.26823 0.70387 0.29605
N -0.72809 1.10370 -0.33157
H 1.19992 1.62195 0.71147
H 2.16021 0.26814 0.11004
H -0.43302 1.83160 0.30341
H -1.66464 0.73200 -0.40080
C 3.06725 -3.80865 2.01020
O 4.14196 -3.81447 1.45081
N 2.03639 -3.08950 1.69058
N 2.75591 -4.58679 2.98152
H 2.11211 -2.36327 0.99277
H 1.17568 -3.23997 2.19718
H 3.57239 -5.09217 3.29461
H 1.91471 -4.68240 3.53228
C 4.73080 1.64153 1.02253
O 4.94300 0.72649 1.78355
N 5.31629 2.77042 1.27876
N 4.10471 1.57889 -0.14840
H 5.30432 3.55822 0.64684
H 5.72678 2.70564 2.19932
H 4.01618 2.32692 -0.82124
H 3.78770 0.64218 -0.35378
C -3.87959 1.59418 1.67942
O -2.76236 1.91571 1.98492
N -4.78652 2.46580 1.44114
N -4.31479 0.40383 1.81458
H -5.70473 2.20623 1.11005
H -4.50522 3.43565 1.45959
H -3.79341 -0.33110 2.27081
H -5.31529 0.34503 1.68956
C -1.16833 -1.39395 -4.14023
O -1.63084 -1.13893 -5.28613
N -0.10600 -0.86086 -3.70925
N -1.69036 -2.05032 -3.15270
H 0.25154 -0.07687 -4.23612
H -0.15472 -0.76027 -2.70545
H -2.69353 -2.12877 -3.06546
H -1.06702 -2.11277 -2.36046
C -0.76851 -4.48666 0.38242
O -1.41154 -4.26843 1.36243
N 0.14062 -5.44699 0.34765
N -0.80483 -3.73303 -0.64408
H 0.11871 -5.99900 1.19317
H 0.58132 -5.65054 -0.53804
H -0.01967 -3.84598 -1.26927
H -1.51681 -3.02047 -0.71803
C -1.69981 5.43967 -1.41218
O -0.60275 5.63237 -1.85654
N -2.74517 6.07634 -1.83872
N -2.05955 4.55713 -0.56163
H -3.57105 6.04569 -1.25813
H -2.96311 6.56153 -2.69731
H -3.02785 4.60100 -0.27777
H -1.50985 3.71284 -0.49017
C 3.33181 -1.83042 -1.37943
O 3.35617 -0.92986 -0.62406
N 4.22905 -2.25739 -2.26728
N 2.26037 -2.56082 -1.45005
H 4.04685 -2.85321 -3.06219
H 5.04388 -1.66405 -2.33131
H 2.21879 -3.39676 -2.01538
H 1.39998 -2.28482 -0.99878
C -3.92105 -2.70037 -0.18666
O -3.92886 -3.86139 -0.45200
N -3.12744 -2.02553 0.64517
N -4.93015 -1.93602 -0.29945
H -3.49128 -1.11130 0.87298
H -2.45001 -2.56088 1.16916
H -5.57329 -2.25330 -1.01065
H -4.73383 -0.94813 -0.22432
C 0.92679 4.10217 1.86868
O 0.47426 3.05081 1.56270
N 1.77885 4.26822 2.84274
N 1.09500 5.18650 1.09380
H 1.87236 3.57863 3.57473
H 2.31390 5.10694 3.01700
H 0.66541 5.32180 0.18978
H 1.44307 5.92463 1.68887

Cartesian forces, eV/Å:
-0.81 -0.22 1.01
0.11 -3.80 -2.02
3.65 0.26 0.90
-2.64 2.62 -0.52
0.59 -0.18 0.09
-0.26 -0.01 0.47
-1.76 0.66 0.16
0.22 0.35 0.30
0.86 1.11 -2.19
1.25 0.10 -0.49
-2.96 3.04 -1.69
0.98 -4.70 4.75
-0.09 -0.13 0.29
0.07 0.49 -0.45
-0.39 -0.29 0.31
0.23 0.46 -0.43
0.60 -1.17 -0.95
-0.91 -1.85 0.90
1.39 3.63 1.17
-1.21 -0.60 -1.10
0.18 -0.04 0.63
0.36 0.95 -0.32
0.08 -0.21 0.44
0.29 0.12 -0.72
3.63 1.47 2.25
2.67 0.65 -0.13
-3.83 4.06 -1.88
-2.72 -5.28 -0.40
0.16 0.45 0.09
-0.24 -0.29 -0.11
-0.25 0.52 0.28
0.20 -1.05 0.49
-3.60 1.63 -5.98
0.06 -1.21 1.74
5.97 3.30 1.30
-3.05 -3.28 2.39
0.15 -0.30 0.00
1.17 0.67 0.10
0.35 -0.45 -0.01
-0.99 -0.14 0.21
0.80 -0.81 1.43
-2.32 0.43 3.50
1.01 -1.55 0.07
0.28 2.27 -4.29
0.61 -0.42 -0.63
0.12 -0.70 0.72
-0.74 0.61 -0.42
0.52 -0.12 -0.06
1.75 1.18 -2.66
2.67 -0.16 -0.45
-5.47 3.68 -1.44
-0.54 -3.88 4.24
0.04 -0.08 -0.33
1.28 0.04 0.17
0.55 -0.96 0.07
-0.15 0.12 0.60
-1.08 -2.93 -2.50
1.48 3.62 2.70
3.29 1.02 -0.89
-3.71 -3.12 -0.32
-0.27 0.27 0.46
0.10 -0.35 -0.14
0.17 0.28 0.12
0.14 0.48 0.06
1.60 -1.75 3.31
0.96 -2.33 -1.55
3.58 0.26 0.83
-6.55 3.47 -3.30
1.21 -0.66 0.26
0.35 0.10 0.32
-0.35 0.50 -0.02
-0.75 -0.10 -0.51
2.63 1.63 -2.27
-2.68 -2.76 -0.63
2.15 -0.68 5.40
-1.10 1.54 -0.94
-0.19 -0.06 -0.26
-0.29 -0.32 -0.20
-0.18 0.22 0.10
-0.41 0.69 -1.41

Results
energy relative to the best compared isomer or geometry (same formula, charge and spin): 195.6 kcal/mol
structure (SMILES): NC(N)=O.NC(N)=O.NC(N)=O.NC(N)=O.NC(N)=O.NC(N)=O.NC(N)=O.NC(N)=O.NC(N)=O.NC(N)=O
energy: -2252.70725 Ha